ORCA calculation (the ωB97M-V functional and the def2-TZVPD basis) on the molecule C4H9ClS in a non-equilibrium geometry.

Results
LUMO level in eV: 0.9
Electronic energy in eV: -27651.46311
Gap between HOMO and LUMO in eV: 9.6
Relative energy (zero: lowest compared OMol25 entry of this formula, charge and spin) in eV: 0.430

Structure (ORCA input):
```
! wB97M-V def2-TZVPD RIJCOSX def2/J DEFGRID3
* xyz 0 1
C -0.1726 -1.2665 -2.6458
S 0.4739 0.1846 -1.8055
C -0.2509 0.0549 -0.1331
C 0.4571 0.9870 0.8601
C 0.1001 0.6179 2.2852
Cl 1.0818 1.6105 3.4630
H -0.0272 -2.1243 -2.0153
H 0.2591 -1.4143 -3.6025
H -1.2851 -1.1827 -2.7891
H -1.3448 0.2282 -0.2032
H -0.2373 -1.0069 0.1157
H 1.5505 0.8314 0.7421
H 0.1122 2.0510 0.7609
H -0.9260 0.8966 2.4794
H 0.2093 -0.4673 2.4882
*
```